(1)
16
Properties=species:S:1:pos:R:3:forces:R:3:nbo_charge:R:1 method="wB97M-V/def2-TZVPD" largest_force_ev_per_a=4.35 homo_ev=-9.102 homo_lumo_gap_ha=0.365 charge=0 e_above_lowest_kcal_mol=80.3 smiles=O[C@]1(P)CCOC1
C 0.36654 -0.33696 -1.16774 0.28 -2.91 0.45 -0.4711
C 1.73087 -0.03992 -0.52800 0.29 -1.47 -0.62 -0.0761
C 0.42910 0.46482 1.09924 -3.48 0.32 1.90 -0.0924
C -0.58089 -0.35621 0.05334 1.58 2.02 1.27 -0.0256
O 1.49427 0.97558 0.41498 0.49 0.03 -0.96 -0.5149
O -0.98396 -1.59560 0.60859 4.34 0.18 -0.02 -0.6960
P -2.09535 0.61544 -0.25209 -0.06 0.53 -2.29 0.2628
H 0.12260 0.38238 -1.92033 -0.30 0.67 -0.29 0.2189
H 0.39382 -1.35468 -1.68285 -0.16 1.23 0.66 0.2339
H 2.12050 -0.97852 0.01105 -0.36 1.19 -0.81 0.1668
H 2.39340 0.26593 -1.32806 0.61 0.25 0.34 0.1984
H -0.16240 1.36589 1.59167 1.33 -2.02 -0.69 0.1903
H 0.73913 -0.29750 1.85112 -0.17 0.46 -0.20 0.1776
H -1.87944 -1.59687 0.51898 -3.92 -0.69 -0.22 0.4604
H -1.41210 1.86138 -0.25404 -0.44 -0.03 0.19 -0.0042
H -2.67609 0.62483 0.98413 -0.02 0.25 1.29 -0.0289

(2)
115
Properties=species:S:1:pos:R:3:forces:R:3:mulliken_charge:R:1 method="wB97M-V/def2-TZVPD" largest_force_ev_per_a=7.07 homo_ev=-10.022 homo_lumo_gap_ha=0.327 charge=0
K -0.69555 -4.37492 -1.00401 -0.10 -0.63 0.47 1.0199
K -1.10787 -1.70852 -3.16403 0.21 -0.01 -0.34 1.0160
K -2.33637 -1.38044 4.12885 -0.08 -0.52 -0.25 0.9487
N -0.10769 -1.72181 -0.54842 -1.46 2.01 1.64 0.0568
S -1.36463 -0.87006 0.22297 -2.94 -3.48 -3.37 0.4295
O -2.00224 0.12408 -0.60473 1.48 0.43 1.32 -0.4696
O -1.40012 -0.90957 1.65387 0.44 0.87 -0.50 -0.2752
F -2.34052 -2.09305 -0.21858 0.16 0.22 0.55 -0.1483
S 1.11051 -0.96996 0.10145 4.51 0.05 0.34 0.5832
O 1.61121 -1.53091 1.32187 -0.95 0.42 -0.05 -0.6224
O 1.00623 0.46329 -0.01753 -0.40 -0.88 0.08 -0.4995
F 2.26109 -1.45739 -0.88144 -0.88 0.56 -0.23 -0.1251
N -2.42895 -4.15909 -3.14282 -3.29 -0.11 1.96 -0.1526
S -3.92535 -4.83231 -2.64607 -1.75 0.58 3.88 0.8422
O -3.95310 -6.23770 -2.31312 0.77 1.26 -1.61 -0.5303
O -5.07493 -4.16926 -3.14159 0.37 -0.13 -1.28 -0.5555
F -3.87066 -4.21786 -1.19138 0.74 0.46 0.30 -0.1619
S -2.13684 -5.21567 -4.20417 4.38 -1.48 -5.35 1.0237
O -3.06040 -5.34576 -5.28708 -0.99 -0.94 1.29 -0.6024
O -1.30132 -6.28330 -3.73212 -0.83 -0.10 0.18 -0.5912
F -1.03799 -4.37938 -5.05605 0.65 0.85 0.60 -0.3159
N -3.14209 -4.24235 3.64576 2.63 -1.73 1.53 -0.1814
S -2.39477 -5.60935 4.24843 -0.32 -0.06 3.48 1.0333
O -0.97061 -5.51402 4.26936 -0.44 0.14 -0.54 -0.5159
O -3.04802 -6.86605 4.03620 0.46 1.06 -0.74 -0.5383
F -2.81629 -5.27094 5.76669 0.28 0.08 -0.49 -0.2975
S -3.33291 -4.63787 2.17479 -3.13 1.25 -5.49 0.8598
O -4.60001 -5.27642 1.97706 0.98 -0.23 -0.13 -0.5797
O -2.25944 -4.97308 1.23422 -0.33 0.03 2.01 -0.4412
F -3.63757 -3.11307 1.66614 0.06 -0.09 0.59 -0.3123
C 3.80717 1.09651 2.77233 -1.71 0.62 -0.34 -0.2412
O 4.45784 0.48027 1.66214 0.88 -0.05 -0.80 -0.1838
P 4.63353 1.23788 0.28038 0.30 0.72 -0.89 0.6815
O 5.03718 0.45915 -0.91952 -0.40 0.39 1.33 -0.5860
O 3.24006 2.00774 0.11589 0.77 -0.21 0.45 -0.0457
C 2.84376 2.70232 -1.05741 -0.93 -1.33 -0.68 -0.6546
O 5.65848 2.42123 0.64963 -0.26 -0.63 0.75 -0.3874
C 6.14030 3.40462 -0.26633 0.32 -1.47 -0.68 -0.6808
H 4.00620 2.16847 2.80518 0.19 -0.09 0.07 0.3014
H 3.97746 0.64288 3.74546 0.78 -0.41 -0.39 0.1625
H 2.73841 0.95982 2.56047 0.06 0.26 0.25 -0.0007
H 1.95770 3.25223 -0.74838 0.44 0.74 -0.15 0.2502
H 2.45000 1.98829 -1.79219 0.11 -0.22 0.17 0.1764
H 3.63551 3.20287 -1.61202 0.04 0.57 0.60 0.3840
H 7.16143 3.64481 0.02270 -0.29 0.56 0.43 0.2599
H 5.43071 4.22453 -0.32863 0.30 0.24 0.01 0.2461
H 6.29174 2.89514 -1.22564 -0.39 0.36 -0.20 0.3208
C 6.02188 -4.08159 5.58738 -1.80 -1.56 -0.35 -0.7642
O 5.36972 -2.82752 5.70005 -0.71 0.87 0.04 -0.3163
P 3.78801 -2.67960 5.94855 0.41 -1.26 0.05 0.8196
O 3.03659 -3.94562 5.99102 0.33 0.37 -0.03 -0.6940
O 3.27565 -1.65287 4.86449 0.96 0.14 0.03 0.0622
C 1.89524 -1.53299 4.54452 -0.50 -0.01 -0.10 -0.6188
O 3.77220 -1.86290 7.29403 -0.88 0.44 0.35 -0.3788
C 4.23432 -2.49802 8.50439 1.33 0.93 -0.56 -0.7407
H 6.61194 -4.33614 6.46674 0.67 0.66 -0.35 0.3003
H 6.43663 -4.17093 4.58495 0.77 0.20 0.41 0.2938
H 5.25179 -4.86944 5.61203 0.02 0.15 -0.09 0.3277
H 1.63897 -0.47173 4.57935 -0.05 -0.05 0.43 0.2702
H 1.31740 -2.15504 5.23060 -0.20 0.22 -0.01 0.4331
H 1.67764 -1.83219 3.51997 0.45 -0.31 0.08 0.2232
H 4.10901 -3.57581 8.48304 -0.30 0.00 0.14 0.3334
H 3.82362 -1.98634 9.36910 -0.62 -0.26 -0.14 0.2707
H 5.29449 -2.22776 8.52783 0.13 -0.52 0.19 0.2750
C -0.50182 5.95669 -1.86893 0.30 -0.15 -0.07 -0.6336
O -0.78706 5.80351 -0.48815 0.07 0.47 0.83 -0.2759
P -2.24221 5.88901 0.15852 0.36 -0.05 -0.16 0.6121
O -2.28477 6.23304 1.58992 0.09 -0.36 -0.96 -0.7620
O -2.93354 6.94758 -0.82525 0.26 -1.07 -0.12 -0.2857
C -4.24395 7.43155 -0.59020 -0.63 1.55 0.39 -0.7882
O -2.81684 4.42827 -0.21199 0.40 1.32 0.06 0.2307
C -2.11735 3.30106 0.33201 -0.93 -0.54 0.92 -0.9320
H -0.97084 5.14883 -2.43521 -0.20 0.26 -0.16 0.2701
H 0.57768 5.85711 -1.98749 -0.03 -0.03 0.14 0.2599
H -0.77753 6.95455 -2.20571 -0.26 -0.17 -0.16 0.2933
H -4.22646 8.52108 -0.45258 0.59 -0.13 0.46 0.3557
H -4.65087 6.99861 0.32169 -0.32 -0.16 -0.25 0.3237
H -4.89973 7.39666 -1.46057 0.22 -1.12 0.01 0.2411
H -2.94082 2.64561 0.61502 0.24 -0.57 -0.52 0.2766
H -1.61947 3.43935 1.29551 0.17 0.84 -0.18 0.4216
H -1.40384 2.86342 -0.35999 -0.22 0.01 -0.25 0.3461
C 4.65879 -2.26143 -2.58778 0.04 0.54 0.62 -0.6709
O 4.25247 -3.23418 -3.57537 -0.64 0.21 -0.14 -0.3356
P 2.86398 -2.92484 -4.30381 0.58 -0.78 -0.53 0.2938
O 1.67989 -2.87396 -3.42708 -0.35 0.60 0.06 0.1145
O 2.74190 -4.10351 -5.37677 0.80 1.04 0.50 -0.4034
C 2.05659 -5.33522 -5.06615 -0.05 -0.06 -0.64 -0.3700
O 3.13275 -1.56345 -5.10484 -1.02 -0.70 0.46 -0.2665
C 4.39016 -1.20075 -5.67683 0.70 -1.22 0.19 -0.7236
H 5.67270 -1.92482 -2.78731 0.01 -0.15 -0.18 0.3639
H 4.61613 -2.65965 -1.57534 0.03 -0.42 -0.19 0.3522
H 4.00711 -1.38831 -2.55035 0.02 0.01 -0.31 0.2557
H 1.32085 -5.13454 -4.29638 -0.17 -0.32 -0.09 0.0663
H 2.73051 -6.15373 -4.81235 0.34 0.42 0.41 0.2745
H 1.62111 -5.64442 -6.01444 -0.46 0.14 0.20 0.2221
H 4.91119 -0.50191 -5.02401 -0.28 0.35 -0.21 0.2207
H 4.23948 -0.86812 -6.69937 -0.11 0.33 0.17 0.2917
H 5.01951 -2.09568 -5.70964 0.05 0.12 -0.17 0.3418
C -7.65865 6.10424 -0.32086 -1.75 0.12 0.56 -0.7354
O -6.97641 4.87310 -0.11325 1.04 0.34 0.43 -0.3538
P -6.49758 4.03151 -1.34590 0.90 0.08 -0.41 0.9884
O -7.58586 3.38901 -2.07775 0.21 -0.40 -0.28 -0.7767
O -5.34363 3.07547 -0.75194 -1.16 0.73 -0.05 -0.1533
C -5.20408 1.73016 -1.21642 -0.30 0.11 -0.76 -0.7634
O -5.67105 5.12979 -2.18724 -0.59 -0.67 0.36 -0.1067
C -5.04545 4.75230 -3.42711 0.94 1.10 0.88 -0.6424
H -7.95405 6.25522 -1.35681 0.27 0.04 -0.08 0.3349
H -7.20587 6.99734 0.10967 0.87 -0.35 -0.26 0.2411
H -8.58342 6.02166 0.25924 -0.06 -0.12 -0.21 0.3157
H -5.38432 1.03840 -0.39765 0.31 -0.01 0.02 0.2258
H -4.21605 1.66210 -1.67177 0.15 -0.29 0.43 0.1970
H -5.91792 1.51726 -2.01566 -0.17 0.01 0.18 0.5267
H -5.06267 3.68226 -3.61283 -0.46 0.06 -0.33 0.3433
H -4.00095 5.05372 -3.29494 0.06 -0.25 -0.09 0.0919
H -5.43308 5.42953 -4.18419 -0.35 -0.65 -0.37 0.2905

(3)
26
Properties=species:S:1:pos:R:3:forces:R:3:nbo_charge:R:1 method="wB97M-V/def2-TZVPD" largest_force_ev_per_a=4.48 homo_ev=-12.529 homo_lumo_gap_ha=0.313 charge=+1 e_above_lowest_kcal_mol=58.6 smiles="C[N+](C)=C[C@](C)(O)C(N)N"
C -1.08720 -0.26688 0.20116 -1.68 0.80 -1.94 0.1284
C -2.25285 -0.74510 1.08462 -1.17 2.52 -3.51 -0.6234
C 1.32830 -1.01519 -1.70768 1.66 2.50 0.46 -0.4202
C 2.42062 -1.27393 0.41281 2.44 0.68 3.37 -0.4243
C 0.16307 -0.82450 0.48617 1.36 0.53 1.12 0.2419
C -0.74180 1.48124 0.46457 0.83 -0.97 -0.47 0.2019
N -1.82597 2.30978 0.30791 2.49 -0.89 -2.87 -0.7892
N 1.23010 -0.98592 -0.22593 -2.86 0.99 -2.23 -0.2728
N 0.30188 1.80378 -0.44926 -1.34 0.86 -0.04 -0.8245
O -1.26717 -0.34420 -1.21892 0.82 -0.64 1.03 -0.7419
H -2.03459 -0.63646 2.07410 0.73 0.10 2.82 0.2252
H -3.15839 -0.05259 0.88219 1.35 -1.17 0.18 0.2290
H -2.49927 -1.73559 0.82897 -0.48 -1.25 -0.14 0.2375
H 1.36639 -2.01749 -1.95280 0.81 -2.08 -0.85 0.2272
H 0.53409 -0.60189 -2.27604 -0.89 0.41 0.29 0.2617
H 2.24853 -0.38472 -1.95904 -1.00 -1.39 0.19 0.2210
H 2.51120 -2.31943 0.53071 0.50 -1.32 -0.04 0.2312
H 3.33525 -0.86550 -0.03121 -0.52 -0.04 -0.29 0.2438
H 2.36204 -0.85185 1.46236 0.32 -0.51 -1.12 0.2197
H 0.38466 -0.81537 1.54083 -0.06 -0.42 0.41 0.2094
H -0.49980 1.43222 1.49452 0.89 0.34 0.95 0.1845
H -2.47633 2.37135 0.97736 -2.91 0.34 2.61 0.3923
H -1.98925 2.62484 -0.62006 -0.51 0.42 -0.34 0.3940
H 0.11309 1.53047 -1.39728 -0.40 0.04 -0.22 0.3794
H -2.12084 -0.08149 -1.48659 -1.77 0.49 -0.22 0.4944
H 1.22302 1.55750 -0.24730 1.38 -0.32 0.86 0.3739

(4)
17
Properties=species:S:1:pos:R:3:forces:R:3:nbo_charge:R:1 method="wB97M-V/def2-TZVPD" largest_force_ev_per_a=0.53 homo_ev=-3.656 homo_lumo_gap_ha=0.275 charge=-1 e_above_lowest_kcal_mol=0.0
N 2.12060 0.99987 1.17276 0.14 0.10 0.04 -0.8889
C 1.40133 0.51288 2.22437 -0.47 0.09 -0.24 0.8834
O 0.07732 0.69270 2.13005 0.06 0.19 -0.09 -0.7584
O 1.90524 -0.02693 3.18396 0.19 -0.15 0.41 -0.6878
H 3.07915 0.71876 1.16563 0.23 -0.10 -0.04 0.3794
H 1.64746 1.15515 0.28944 -0.19 0.09 -0.17 0.4212
H -0.17366 1.15114 1.25449 0.03 -0.34 0.12 0.4881
C -0.70712 -1.02000 -1.49299 0.00 0.11 -0.05 -0.2229
C -1.31944 0.37592 -1.62003 -0.21 -0.07 -0.05 -0.5262
S -0.43629 1.69886 -0.73755 0.03 0.11 0.01 -0.6430
N -0.80625 -1.65335 -0.18380 0.29 -0.28 -0.25 -0.8530
H 0.35086 -0.95176 -1.75902 0.03 0.00 0.00 0.1772
H -1.17208 -1.69540 -2.22104 -0.04 0.00 -0.02 0.1602
H -2.36360 0.32853 -1.28387 0.05 -0.01 0.06 0.1746
H -1.36373 0.65076 -2.67922 0.08 -0.07 -0.02 0.1837
H -1.75708 -1.91595 0.02415 -0.18 0.16 0.07 0.3377
H -0.48270 -1.02119 0.53265 -0.03 0.16 0.21 0.3745